# C46H44As2O3PdSb

A molecular structure, C46H44As2O3PdSb in a non-equilibrium geometry (wB97M-V/def2-TZVPD, OMol25).

Element x y z (Å)
C (7.605, 0.164, 1.379)
H (-1.047, 0.250, 5.235)
C (-1.207, -1.073, -4.540)
H (-3.699, -3.346, -1.092)
C (0.792, -1.958, 3.267)
C (-0.870, 0.181, -4.028)
C (-4.323, -0.346, 4.612)
H (-2.561, 1.253, 1.214)
C (1.280, -4.317, 3.251)
O (-1.733, 1.609, 0.861)
H (0.097, -3.330, 1.759)
C (-0.146, 1.097, -4.790)
H (7.430, 1.577, 2.995)
H (0.807, 2.410, -0.551)
C (1.830, -1.189, -2.685)
C (1.926, -2.030, -0.425)
H (0.308, 1.944, 3.075)
C (6.913, 0.864, 2.367)
C (2.649, 0.241, -0.915)
H (2.514, 0.836, -2.964)
H (8.671, 0.314, 1.268)
H (1.174, -5.294, 2.799)
H (1.831, -2.853, 0.269)
H (5.042, 1.152, 3.353)
C (5.603, -0.989, 0.729)
H (-1.369, 5.808, -3.409)
H (0.591, 6.418, -2.038)
As (3.044, -0.544, 1.862)
H (-2.239, 3.507, -3.390)
H (1.113, 0.882, 4.212)
H (1.283, -3.184, -2.122)
C (0.340, 3.152, -1.192)
H (-3.424, 2.862, -0.974)
H (2.481, -5.033, 4.879)
O (-1.021, -2.112, 0.244)
H (-3.894, -0.772, -3.247)
C (5.564, 0.638, 2.556)
C (0.831, 4.452, -1.215)
C (-1.380, 3.761, -2.778)
C (1.632, -2.218, -1.781)
C (0.215, 5.404, -2.018)
H (3.125, 1.166, -0.610)
Pd (0.040, -0.243, 0.003)
C (4.901, -0.248, 1.694)
C (-3.018, -0.743, 2.632)
C (-4.055, 2.133, -1.467)
H (0.166, -0.739, -7.619)
C (-1.873, -0.389, 3.341)
C (-0.122, -0.481, -6.608)
H (-5.863, 3.198, -1.030)
H (1.570, -0.870, 4.983)
C (0.680, -3.216, 2.662)
C (-0.887, 5.062, -2.790)
C (1.500, -1.820, 4.471)
H (0.120, 2.070, -4.396)
H (-7.311, 1.573, -2.200)
C (0.221, 0.760, -6.088)
H (-1.751, -1.788, -3.942)
H (7.501, -1.298, -0.200)
H (-1.108, -2.355, -6.253)
C (-3.173, 0.000, 5.312)
H (-6.325, -0.409, -3.299)
H (-2.928, -3.771, 0.470)
H (-5.144, -1.002, 2.739)
C (-1.938, -0.019, 4.679)
O (-2.034, -1.530, -1.662)
C (-5.688, 0.298, -2.784)
H (2.635, -2.825, 5.980)
C (2.435, -0.794, 0.018)
H (2.946, 1.757, 2.908)
C (-1.894, -2.294, -0.684)
C (2.000, -4.173, 4.432)
C (-5.429, 2.329, -1.506)
C (2.209, 1.173, 2.362)
C (-3.505, 1.016, -2.096)
Sb (-1.423, 0.766, -2.084)
C (-4.317, 0.091, -2.754)
H (-2.241, -4.348, -1.051)
C (-6.241, 1.412, -2.161)
H (2.033, 1.669, 1.406)
H (1.692, 4.723, -0.617)
C (0.904, 1.038, 3.156)
C (-0.757, 2.809, -1.979)
H (5.097, -1.724, 0.114)
As (-0.158, -0.458, 2.494)
H (-2.952, -1.053, 1.597)
H (-1.699, 2.534, 1.139)
C (-0.835, -1.393, -5.838)
H (1.606, -1.336, -3.734)
C (2.339, 0.041, -2.251)
H (-5.282, -0.323, 5.113)
H (-3.235, 0.283, 6.354)
C (6.952, -0.756, 0.559)
C (-4.248, -0.719, 3.276)
H (0.769, 1.470, -6.693)
C (-2.758, -3.513, -0.574)
C (2.100, -2.930, 5.045)

Output
Electronic energy: -6843.6274 Ha
LUMO level (alpha / beta): -0.279 / -0.397 hartree
Spin multiplicity: 5
Total charge: +3
HOMO energy (alpha / beta): -15.6 / -15.9 eV
F_max: 0.029 Eh/bohr

=====

# C46H44AuN3P2S2

A molecular structure, C46H44AuN3P2S2 in a non-equilibrium geometry (wB97M-V/def2-TZVPD, OMol25).

Element x y z (Å)
C (-2.471, 4.694, -1.561)
C (4.172, -3.761, -1.640)
C (2.875, 1.683, -1.240)
C (-2.711, -2.797, 0.697)
C (0.735, -3.293, 3.100)
C (-2.655, 0.751, -3.064)
H (-6.215, 3.306, -0.972)
H (1.334, -2.541, 3.602)
C (-3.832, -1.732, 2.546)
C (5.156, 0.089, -0.856)
H (2.170, -6.908, -0.688)
C (-1.946, -0.676, 1.513)
C (-5.192, 3.381, -1.344)
C (-1.794, 2.717, -0.376)
H (-4.146, 1.320, 0.164)
C (-1.722, 1.102, -4.024)
H (0.715, 2.946, 1.651)
H (-3.240, 5.416, -1.805)
P (0.263, -4.873, -0.706)
H (-3.014, 0.152, 3.180)
C (-0.202, -4.026, 3.821)
H (0.303, 0.857, -4.708)
H (-3.038, -0.372, -1.273)
H (-4.401, -3.627, 1.720)
C (-4.215, 3.481, -0.164)
H (6.034, -0.528, -0.712)
H (5.874, -5.066, -1.767)
C (-0.761, -5.257, 1.831)
H (-1.010, 5.701, -2.763)
S (1.413, 3.851, -2.317)
H (-4.616, -1.733, 3.293)
C (3.978, -0.246, -0.184)
H (-4.516, 5.637, 0.089)
C (-4.556, 4.719, 0.678)
C (-2.302, -0.103, -2.022)
C (-1.220, 4.868, -2.104)
C (4.072, 1.981, -1.887)
H (4.114, 2.838, -2.550)
H (1.687, -3.005, 1.204)
C (3.005, 1.587, 2.565)
C (2.899, 0.563, -0.418)
P (-0.437, -1.685, -0.558)
C (-0.071, -0.246, -2.907)
H (-3.664, 1.141, -3.122)
H (-0.338, -3.843, 4.880)
H (-4.986, 2.494, -1.949)
C (4.791, 2.928, 2.678)
C (-1.827, -1.729, 0.603)
H (-1.435, -3.420, -1.694)
H (5.833, 3.187, 2.742)
C (0.155, -4.516, 1.090)
H (-2.631, -3.648, 0.032)
Au (1.130, 0.077, 0.366)
C (-0.941, -5.013, 3.189)
C (2.809, -3.663, -1.371)
C (-0.234, 3.932, -1.780)
H (1.158, 4.369, 2.616)
H (-3.864, 4.824, 1.517)
H (-1.343, -6.028, 1.338)
H (-3.751, 2.287, 1.601)
N (2.592, 2.859, 2.601)
C (4.817, -4.986, -1.544)
C (-0.383, -3.281, -1.441)
H (4.918, 0.798, 2.615)
C (-2.939, -0.668, 2.477)
C (1.185, 3.285, 2.572)
H (-2.002, 1.760, -4.836)
C (5.199, 1.193, -1.697)
C (-4.381, 2.240, 0.708)
H (0.660, 2.870, 3.427)
N (4.344, 1.627, 2.617)
C (-3.716, -2.791, 1.659)
C (0.917, -3.544, 1.747)
H (-1.995, 1.876, 0.271)
H (-5.141, 4.254, -1.997)
H (4.729, -2.885, -1.941)
H (6.117, 1.437, -2.215)
H (3.578, 4.775, 2.708)
H (-5.567, 4.629, 1.081)
H (2.328, -2.693, -1.460)
C (-0.516, 2.876, -0.922)
C (2.069, -4.792, -1.018)
H (3.926, -1.106, 0.471)
C (-2.788, 3.616, -0.700)
C (1.629, 2.437, -1.377)
C (3.684, 3.704, 2.667)
H (-5.417, 2.169, 1.043)
C (4.096, -6.112, -1.182)
C (-1.009, -0.598, -1.932)
H (0.144, -3.113, -2.381)
C (-0.426, 0.595, -3.951)
H (-1.247, 0.162, 1.480)
S (2.029, 0.149, 2.547)
N (0.579, 2.035, -0.720)
C (2.733, -6.015, -0.937)
H (0.948, -0.628, -2.852)
H (-1.655, -5.601, 3.753)
H (4.589, -7.073, -1.114)

Output
Electronic energy: -3557.8589 Ha
LUMO level: -0.284 hartree
Spin multiplicity: 1
Total charge: +2
HOMO energy: -12.7 eV
F_max: 0.024 Eh/bohr

=====

# C46H44ClInN6O6S3

A molecular structure, C46H44ClInN6O6S3 (wB97M-V/def2-TZVPD, OMol25).

Element x y z (Å)
C (-4.023, -2.322, -1.174)
H (-0.292, -2.394, -3.749)
H (-4.977, 2.054, -1.917)
C (-0.181, 3.680, -2.732)
C (2.713, 4.112, 2.688)
C (-3.460, 1.209, -3.880)
H (-4.760, 1.546, 3.720)
H (-3.486, -3.801, 1.317)
H (1.230, -3.077, -0.781)
C (2.660, -1.847, 2.149)
C (-0.872, -2.909, 3.306)
C (-1.710, -1.768, 5.379)
C (-2.487, -0.251, -2.250)
C (5.177, -3.856, -4.628)
H (3.745, -3.622, 2.564)
H (2.951, -3.565, 0.991)
H (-5.170, 0.124, 2.757)
H (3.910, -0.390, -2.777)
H (-3.278, 4.130, -1.439)
C (-0.968, -2.150, -2.930)
C (4.824, -2.487, 1.066)
N (-2.442, -0.890, 1.854)
O (4.294, -4.645, -3.831)
H (-4.940, 0.497, -1.093)
C (3.596, -3.762, -3.052)
H (-1.239, -0.897, -5.311)
C (-1.282, 3.453, -1.866)
C (-3.396, 0.762, -2.567)
C (-0.276, 4.572, -3.818)
H (-3.745, 1.725, -0.681)
C (0.518, 3.206, 2.065)
H (-0.384, -2.032, -2.022)
C (-4.315, 1.295, -1.504)
C (4.055, -2.475, -3.278)
H (2.245, -5.041, -1.989)
H (-4.150, 2.005, -4.131)
C (2.505, -1.648, -1.707)
O (2.610, 0.284, -0.331)
H (5.447, -1.960, 1.790)
S (3.071, -0.860, 3.534)
C (2.590, -4.030, -2.159)
Cl (-1.561, 6.365, -5.388)
C (3.925, 2.725, 1.114)
H (6.045, 2.941, 1.196)
H (-1.412, -3.860, 3.288)
H (1.784, 1.465, 4.652)
H (-3.921, -2.116, -2.236)
C (3.526, -2.979, 1.708)
H (-5.054, -2.114, -0.880)
H (0.290, 1.434, 3.776)
H (1.886, 3.324, -3.200)
C (-1.751, -0.906, -3.239)
S (-1.062, 2.555, 2.007)
H (6.020, 4.632, 2.986)
H (-3.872, 1.176, 2.235)
C (-1.429, 5.260, -4.046)
H (-4.928, -2.797, 1.272)
C (1.079, 3.051, -2.497)
H (3.881, 5.402, 3.960)
H (-1.071, -2.435, 5.947)
C (5.098, 3.266, 1.606)
C (5.086, 4.226, 2.621)
N (1.004, -0.353, 2.117)
H (6.202, -4.195, -4.475)
C (2.036, -2.935, -1.489)
C (-2.446, 4.237, -2.116)
H (4.889, -3.940, -5.680)
C (-3.067, -1.479, -0.371)
H (3.908, 1.979, 0.332)
C (1.911, -0.505, -0.951)
C (-2.524, -0.863, 6.036)
C (-2.517, 5.102, -3.173)
H (-3.930, -2.836, 2.733)
H (0.582, 4.708, -4.466)
H (-0.628, -2.637, 2.281)
N (-2.338, -0.570, -0.872)
C (-2.655, 0.648, -4.861)
C (3.539, -1.393, -2.616)
In (0.076, 1.227, 0.123)
C (3.894, 4.661, 3.172)
H (-4.036, 0.645, 5.806)
H (0.061, -3.076, 3.843)
H (-3.844, -3.384, -0.998)
O (-1.272, 2.633, -0.871)
C (1.632, 0.044, 3.191)
O (5.059, -2.499, -4.209)
O (1.351, 2.268, -1.593)
C (-3.374, -0.085, 3.914)
H (4.605, -1.804, 0.245)
N (1.459, 2.698, 1.316)
H (-2.512, -0.804, 7.117)
C (2.721, 3.155, 1.666)
C (-4.342, 0.743, 3.114)
N (1.581, -1.477, 1.568)
C (-1.829, -0.417, -4.540)
N (1.158, 0.981, 4.033)
H (5.396, -3.329, 0.675)
H (-1.642, -3.001, -2.794)
C (-2.501, -0.970, 3.264)
S (1.071, 4.404, 3.206)
C (-3.366, -0.040, 5.301)
C (-1.697, -1.852, 3.989)
C (-3.074, -1.704, 1.126)
H (-2.693, 1.022, -5.875)
O (0.612, -0.430, -0.986)
C (-3.905, -2.848, 1.647)
H (-3.417, 5.678, -3.347)

Output
Electronic energy: -4404.2914 Ha
LUMO level: 0.014 hartree
Spin multiplicity: 1
HOMO energy: -7.6 eV
F_max: 0.014 Eh/bohr

=====

# C46H46CsO2S2Sb3Se4

A molecular structure, C46H46CsO2S2Sb3Se4 in a non-equilibrium geometry (wB97M-V/def2-TZVPD, OMol25).

Element x y z (Å)
H (-0.486, -7.711, -0.867)
C (-3.112, -2.521, 3.401)
C (4.546, -0.919, -3.026)
H (-1.022, -0.279, 7.044)
C (-2.296, -1.237, -2.629)
C (-0.816, -5.671, -1.428)
C (2.006, 0.504, 4.762)
H (-1.392, 2.716, 4.854)
C (2.719, -3.348, 6.429)
H (2.194, 1.115, 3.882)
H (1.146, -4.182, 5.253)
H (-0.603, -4.465, 3.339)
H (0.112, 0.201, 8.320)
C (0.824, 2.207, -1.683)
C (-0.681, -2.952, -0.836)
C (0.396, -3.579, -1.440)
Se (1.577, 6.042, 0.953)
S (-0.680, 3.034, -1.069)
H (1.230, -1.383, -3.567)
H (1.489, -0.405, 4.464)
C (3.279, 0.964, -2.174)
H (0.675, 5.557, -1.450)
H (1.295, -3.016, -1.659)
C (3.079, -2.326, 7.297)
C (-1.127, -0.668, -2.084)
H (-2.327, 3.252, -3.446)
H (-2.756, -5.598, -0.514)
H (0.526, 7.272, -3.191)
C (-0.844, 0.646, -4.089)
H (5.493, -1.413, -3.203)
C (-1.699, 1.316, -6.676)
Sb (-1.078, -1.765, 3.492)
H (5.420, 0.795, -2.099)
C (-0.518, 1.870, -6.151)
H (3.426, -4.126, 6.167)
H (0.797, 1.994, -4.488)
H (-3.792, -1.824, 3.891)
H (-1.742, 0.985, 5.168)
H (2.444, -0.527, 8.261)
C (-0.966, 6.239, -4.348)
H (-3.396, -2.604, 2.351)
H (-3.637, -1.319, -4.277)
C (-2.014, 0.060, -4.635)
H (-1.832, 8.066, -5.071)
H (-3.186, -3.499, 3.878)
C (1.441, -3.361, 5.898)
H (-0.228, -7.383, -2.581)
H (-1.615, -1.958, 6.167)
C (0.027, -0.123, 7.283)
O (-1.798, -1.012, 0.472)
H (-2.617, -3.176, 0.023)
Sb (0.167, 4.466, 2.185)
C (-1.678, 4.120, -3.430)
H (-2.846, -1.966, -2.050)
H (1.159, -5.423, -2.219)
C (-0.103, 1.547, -4.889)
H (-0.654, 1.472, 3.815)
C (-0.426, 0.306, -2.762)
C (-1.768, 5.104, -4.403)
H (4.071, -2.300, 7.733)
H (-1.875, -7.485, -1.934)
C (-0.861, -2.481, 5.578)
C (-0.251, -3.625, 2.739)
Se (0.394, 4.951, 4.578)
Se (-2.234, 4.480, 1.394)
H (3.388, -2.479, -3.969)
Se (0.968, 2.093, 1.587)
O (-1.779, 2.076, -1.332)
C (2.035, 2.850, -1.338)
C (2.163, -1.333, 7.590)
C (4.506, 0.304, -2.413)
H (1.998, 3.821, -0.849)
C (-0.991, 1.705, 4.830)
C (2.068, 0.320, -2.541)
C (-2.736, -0.878, -3.865)
C (-1.808, -3.679, -0.493)
H (0.837, -3.581, 2.776)
C (0.883, -1.300, 7.021)
C (0.819, 0.959, -2.261)
H (-0.560, -3.769, 1.707)
H (-0.139, 7.847, -5.511)
C (3.351, -1.528, -3.449)
C (-0.860, -7.147, -1.726)
H (-1.150, -3.533, 5.526)
C (-1.875, -5.031, -0.792)
C (-2.426, 0.426, -5.936)
C (0.320, -4.929, -1.741)
H (4.154, 2.735, -1.297)
H (-1.403, 6.926, -6.348)
C (0.019, 5.399, -2.305)
C (-0.080, 6.377, -3.282)
C (-1.089, 7.327, -5.383)
H (2.951, 0.240, 5.238)
H (-2.029, 1.599, -7.669)
H (0.051, 2.579, -6.739)
C (3.231, 2.250, -1.588)
C (2.145, -0.920, -3.219)
Cs (-2.018, 1.279, 1.179)
Sb (0.761, 1.663, 6.091)
C (-0.761, 4.258, -2.402)
H (-2.480, 4.990, -5.215)
H (-3.331, -0.019, -6.335)
C (0.505, -2.360, 6.173)
S (-0.614, -1.189, -0.419)

Output
Electronic energy: -13073.9982 Ha
LUMO level: 0.112 hartree
Spin multiplicity: 1
Total charge: -2
HOMO energy: -1.2 eV
F_max: 0.074 Eh/bohr